*w*
Here is C3H3NO3 in the gas phase from the Open Molecules 2025 dataset. Energies are from ωB97M-V with the def2-TZVPD basis set.

Charge: 0
Frontier orbital gap (eV): 9.6

Cartesian coordinates (Å):
N (-0.03007, 0.82876, -0.39071)
C (-0.52799, -0.28199, 0.04563)
O (0.38877, -1.06952, 0.45886)
C (1.58124, 0.08666, -0.03826)
O (2.27006, 0.56715, 0.79231)
C (-1.99445, -0.65892, 0.05826)
O (-2.37698, -1.73952, 0.41453)
H (-0.55032, 1.59778, -0.79577)
H (1.83659, -0.32111, -1.02061)
H (-2.68105, 0.13867, -0.28726)

=====

*x*
Here is a molecular structure, C3H3NO3 from the Open Molecules 2025 dataset. Energies are from ωB97M-V with the def2-TZVPD basis set.

Charge: 0
Frontier orbital gap (spin up / spin down) (eV): 7.9 / 7.9

Cartesian coordinates (Å):
C (-1.28942, 0.56836, -0.44444)
C (-0.16816, -1.38162, -0.12701)
C (0.54668, 0.67310, 0.36065)
N (-1.33844, -0.76471, -0.42154)
O (-2.35276, -1.43271, -0.74217)
O (0.84852, -0.59097, 0.24963)
O (1.42102, 1.63437, 0.35181)
H (-2.08058, 1.22246, -0.15354)
H (-0.07350, -2.44329, -0.03310)
H (2.33208, 1.31214, 0.24353)

=====

*w* comes first in stability; the runner-up is 108.8 kcal/mol higher.

=====

*w*
Here is C3H3NO3 in the gas phase from the Open Molecules 2025 dataset. Energies are from ωB97M-V with the def2-TZVPD basis set.

Structure (SMILES): O=CC(=O)/C=N\O
Charge: 0
Frontier orbital gap (eV): 9.3

Cartesian coordinates (Å):
C (0.57213, -0.04338, -1.29375)
C (0.76948, 0.39951, 0.19550)
C (-0.28495, 0.66261, 1.21906)
H (-1.83808, -1.27888, -0.24891)
H (1.55714, -0.21577, -2.02056)
H (0.00371, 0.10904, 2.33092)
N (-0.56251, -0.77836, -1.45073)
O (-1.03973, -0.88842, -0.11511)
O (1.92412, 0.37895, 0.46868)
O (-1.10131, 1.65469, 0.91490)

=====

*x*
Here is C3H3NO3 in the gas phase from the Open Molecules 2025 dataset. Energies are from ωB97M-V with the def2-TZVPD basis set.

Charge: 0
Frontier orbital gap (eV): 8.8

Cartesian coordinates (Å):
N (-0.32036, -1.29457, -1.64696)
C (0.03357, -0.47255, -0.75938)
O (-0.77151, 0.61233, -0.37647)
C (-1.07969, 0.70995, 0.93810)
O (-0.85396, -0.12899, 1.76379)
C (1.41710, -0.63898, -0.21474)
O (1.76607, 0.44246, 0.43914)
H (-1.26402, -1.08859, -1.97699)
H (-1.58710, 1.66768, 1.11818)
H (2.65991, 0.19128, 0.71533)

=====

*y*
Here is a molecular structure, C3H3NO3 from the Open Molecules 2025 dataset. Energies are from ωB97M-V with the def2-TZVPD basis set.

Charge: 0
Frontier orbital gap (eV): 8.8

Cartesian coordinates (Å):
N (0.45773, -1.53829, -0.57277)
C (0.53011, 0.32813, 1.17374)
C (-0.05514, 0.69446, -0.04586)
C (-0.35981, -0.45472, -0.75884)
O (0.23262, -1.42550, 0.86566)
O (-0.25999, 1.98324, -0.48059)
O (0.88219, 0.72044, 2.22708)
H (-0.58442, 2.51321, 0.26497)
H (0.23349, -2.38210, -1.09600)
H (-1.07679, -0.43887, -1.57739)

=====

*x* comes first in stability; the runner-up is 36.2 kcal/mol higher.

=====

*w*
Here is C3H3NO3 in the gas phase from the Open Molecules 2025 dataset. Energies are from ωB97M-V with the def2-TZVPD basis set.

Structure (SMILES): O=CNC(=O)C=O
Charge: 0
Frontier orbital gap (eV): 9.9

Cartesian coordinates (Å):
N (-0.75434, 0.08989, 0.37775)
C (0.45095, -0.17845, -0.20407)
O (1.23832, 0.73063, -0.37373)
C (-0.80075, 1.52134, 0.65450)
O (-0.66108, 2.00326, 1.73582)
C (0.82389, -1.56682, -0.73444)
O (1.89007, -1.70209, -1.26917)
H (-1.39637, -0.60249, 0.73845)
H (-0.89935, 2.10879, -0.26900)
H (0.10867, -2.40407, -0.65613)

=====

*x*
Here is C3H3NO3 in the gas phase from the Open Molecules 2025 dataset. Energies are from ωB97M-V with the def2-TZVPD basis set.

Structure (SMILES): O=c1ccn(O)o1
Charge: 0
Frontier orbital gap (eV): 9.9

Cartesian coordinates (Å):
C (0.71551, -0.40539, 0.52150)
C (-0.53748, -0.92581, 0.78817)
C (-1.48739, -0.08513, 0.07276)
H (1.37120, 1.85478, -1.53108)
H (1.65385, -0.85646, 0.56603)
H (-0.39673, -1.88870, 1.35133)
N (0.58655, 0.83445, -0.12251)
O (1.48578, 0.91268, -1.22104)
O (-2.65110, -0.24686, 0.14715)
O (-0.74020, 0.80644, -0.57230)

=====

*w* comes first in stability; the runner-up is 67.6 kcal/mol higher.

=====

*w*
Here is C3H3NO3 in the gas phase from the Open Molecules 2025 dataset. Energies are from ωB97M-V with the def2-TZVPD basis set.

Structure (SMILES): Nc1coc(=O)o1
Charge: 0
Frontier orbital gap (eV): 8.7

Cartesian coordinates (Å):
C (0.05101, -0.87630, -0.66958)
C (0.98635, -0.85873, 0.30068)
C (-0.23300, 1.05460, 0.59511)
H (-1.33615, -1.54418, -1.94468)
H (-0.29092, -2.91339, -1.31282)
H (1.63739, -1.68054, 0.77920)
N (-0.38401, -1.77574, -1.51760)
O (0.88279, 0.33774, 0.98767)
O (-0.39575, 2.16237, 0.91386)
O (-0.75560, 0.33125, -0.43349)

=====

*x*
Here is C3H3NO3 in the gas phase from the Open Molecules 2025 dataset. Energies are from ωB97M-V with the def2-TZVPD basis set.

Structure (SMILES): [H]/N=C(/C=O)OC=O
Charge: 0
Frontier orbital gap (eV): 8.2

Cartesian coordinates (Å):
N (-1.09720, 0.93523, -1.13107)
C (-0.30992, 0.35491, -0.28235)
O (1.04926, 0.28119, -0.44863)
C (1.79543, -0.48133, 0.38806)
O (1.36576, -1.10060, 1.31916)
C (-1.27996, -0.22183, 0.65012)
O (-2.34228, -0.19282, 0.02708)
H (-0.90548, 0.72484, -2.09997)
H (2.84673, -0.42499, 0.07293)
H (-1.21537, -0.49064, 1.70077)

=====

*y*
Here is C3H3NO3 in the gas phase from the Open Molecules 2025 dataset. Energies are from ωB97M-V with the def2-TZVPD basis set.

Structure (SMILES): O=C/C=C/[N+](=O)[O-]
Charge: 0
Frontier orbital gap (eV): 8.7

Cartesian coordinates (Å):
C (0.28149, -0.12527, 0.12858)
C (0.85066, 1.17245, 0.42214)
C (-1.09144, -0.21804, -0.31266)
N (2.09397, 1.17980, 1.05000)
O (-1.78118, 0.66590, -0.83434)
O (2.80719, 0.22790, 0.86306)
O (2.38105, 2.11562, 1.72688)
H (0.69115, -0.90346, 0.63940)
H (0.19848, 2.09025, 0.30386)
H (-1.40700, -1.18189, -0.30116)

=====

*w* comes first in stability; the runner-up is 49.2 kcal/mol higher.